# C27H30CrN4O5Se2

A structure of composition C27H30CrN4O5Se2 (wB97M-V/def2-TZVPD, OMol25).

Each line ends with the natural charge from an NBO analysis.
CARTESIAN COORDINATES (ANGSTROEM)
Cr  0.519  0.624  0.687  1.04
O  0.513  -1.158  1.474  -0.69
C  1.207  -1.538  2.479  0.43
C  1.614  -2.891  2.574  -0.24
C  2.342  -3.345  3.641  -0.18
C  2.657  -2.487  4.698  -0.29
C  2.251  -1.175  4.657  -0.13
C  1.556  -0.653  3.556  -0.25
C  1.050  0.678  3.572  0.16
N  0.654  1.335  2.522  -0.46
C  -0.234  2.452  2.710  -0.22
C  -1.604  1.965  2.195  -0.23
N  -1.377  1.045  1.105  -0.50
C  -2.396  0.443  0.575  0.19
C  -2.352  -0.506  -0.478  -0.20
C  -3.553  -1.149  -0.839  -0.16
C  -3.600  -2.093  -1.830  -0.29
C  -2.422  -2.430  -2.507  -0.17
C  -1.234  -1.828  -2.193  -0.25
C  -1.135  -0.844  -1.174  0.41
O  -0.021  -0.286  -0.913  -0.65
H  1.350  -3.543  1.754  0.22
H  2.683  -4.371  3.661  0.20
H  3.212  -2.859  5.547  0.20
H  2.486  -0.513  5.480  0.20
H  0.936  1.150  4.555  0.17
H  0.114  3.311  2.123  0.21
H  -0.316  2.750  3.766  0.19
H  -2.221  2.811  1.868  0.20
H  -2.132  1.454  3.014  0.19
H  -3.388  0.654  0.985  0.17
H  -4.457  -0.881  -0.304  0.19
H  -4.535  -2.569  -2.089  0.20
H  -2.456  -3.180  -3.286  0.21
H  -0.329  -2.069  -2.729  0.25
O  5.471  -1.500  -2.853  -0.73
C  5.292  -0.111  -2.656  -0.05
C  3.813  0.232  -2.415  -0.15
C  3.732  1.767  -2.300  -0.06
O  4.697  2.349  -1.467  -0.77
C  3.006  -0.213  -3.628  -0.53
Se  1.175  0.456  -3.646  -0.69
C  3.276  -0.534  -1.199  -0.52
Se  3.038  0.414  0.538  -0.23
H  6.404  -1.705  -2.735  0.46
H  5.629  0.437  -3.552  0.15
H  5.868  0.238  -1.791  0.17
H  2.724  2.037  -1.967  0.19
H  3.894  2.201  -3.291  0.18
H  4.512  2.014  -0.573  0.48
H  2.942  -1.300  -3.655  0.21
H  3.466  0.138  -4.555  0.20
H  3.928  -1.384  -0.980  0.22
H  2.271  -0.908  -1.396  0.24
N  -1.344  2.652  -4.025  -0.81
C  -1.187  3.787  -3.328  0.66
O  -1.804  4.815  -3.540  -0.64
C  -0.191  3.666  -2.214  -0.15
C  0.832  4.599  -2.063  -0.10
C  1.720  4.418  -1.013  -0.26
C  1.561  3.334  -0.173  0.07
N  0.581  2.427  -0.305  -0.47
C  -0.279  2.617  -1.311  0.11
H  -1.912  2.655  -4.857  0.40
H  -0.681  1.892  -3.922  0.44
H  0.940  5.409  -2.766  0.23
H  2.560  5.077  -0.872  0.23
H  2.275  3.152  0.621  0.22
H  -1.078  1.895  -1.407  0.23

Atomic forces in eV per Å
0.6811 -1.6795 0.0041
-0.3496 0.2963 -0.6798
0.2346 0.1209 0.9612
-0.0481 0.0518 -0.1610
-0.0439 0.1498 -0.0474
0.1753 0.0363 0.3459
-0.0288 0.0853 -0.1032
0.1403 -1.0190 -0.3451
-0.2987 0.7976 -0.6047
0.5992 -0.2938 1.7876
-0.3203 0.5054 0.0726
-0.1141 0.5150 0.4336
-0.2871 -0.2492 -0.4828
0.0918 -0.1708 -0.0554
0.2834 0.0069 -0.1460
-0.2960 -0.1822 -0.2219
-0.4733 0.2398 0.3654
0.4852 0.1648 0.1084
0.0918 -0.3160 -0.3322
-0.3927 0.2091 0.4697
-0.1470 -0.1545 -0.0229
-0.0076 0.0113 -0.0667
-0.0341 -0.0869 0.0263
0.0498 0.0107 0.0525
0.0275 0.0671 0.1142
-0.0488 0.0306 -0.1037
-0.0951 -0.1916 0.1040
0.0678 -0.0225 -0.1881
0.0769 -0.0508 0.0831
0.0702 0.0348 -0.1162
0.0167 0.0080 0.0225
-0.0633 0.0162 0.0227
-0.0578 -0.0170 0.0200
0.0636 -0.0239 -0.0826
0.1189 0.0761 -0.0260
0.1337 -0.5752 -0.0428
-0.1267 0.6556 0.1969
0.3809 0.0894 -0.0974
-0.5987 -0.2635 -0.4008
0.6580 0.2667 0.6865
-0.2082 0.0442 -0.3655
-0.5221 0.1002 -0.5995
-0.1058 -0.2037 0.5678
-0.2809 0.1435 -0.3281
-0.1636 0.0570 -0.0163
-0.0093 0.0132 0.1783
0.0733 -0.0495 -0.1086
0.1590 -0.1651 -0.2720
-0.1378 -0.0482 -0.0205
-0.0053 0.0580 -0.0087
0.1995 0.0337 -0.0468
0.2501 -0.1051 0.0813
-0.1169 0.0973 -0.0492
0.1032 0.0486 -0.1499
-0.2195 -0.2574 -0.1502
-0.0091 -0.3098 0.0060
-0.0348 0.4594 -0.0545
0.2287 0.4179 0.2512
-0.2600 -0.5318 0.1907
-0.1767 0.0179 -0.1664
0.1118 0.0200 0.2403
0.2330 0.9968 -0.4947
-0.0300 -0.1172 -0.1930
-0.0369 0.1435 0.1163
0.3189 -0.0494 -0.0702
-0.0449 0.1154 -0.0648
0.0793 0.0502 0.0652
-0.0623 -0.0597 -0.0250
0.0520 -0.0691 -0.0635

Calculated values
HOMO (spin up / spin down): -2.879 / -2.877 eV
HOMO-LUMO gap (spin up / spin down): 4.777 / 4.984 eV
Expectation value of S²: 0.767
LUMO (spin up / spin down): 1.90 / 2.11 eV
Largest force on an atom: 1.908 eV/Å
Net charge: -1
Spin multiplicity: 2